Entry 1:
Below is one molecule with the formula C13H12Cl2Si, with properties calculated with wB97M-V/def2-TZVPD.

Last column: natural (NBO) charge in e.
Element x y z (Å)
C (1.78, -2.12, 0.64)  -1.13
Si (0.30, -1.35, -0.18)  1.65
Cl (-0.76, -2.77, -1.28)  -0.38
C (0.82, 0.01, -1.28)  -0.53
C (1.32, 1.17, -0.73)  -0.14
C (1.64, 2.21, -1.58)  -0.22
C (1.63, 2.04, -2.94)  -0.20
C (1.10, 0.88, -3.45)  -0.20
C (0.64, -0.10, -2.63)  -0.20
C (-0.81, -0.57, 1.03)  -0.51
C (-0.41, 0.15, 2.16)  -0.18
C (-1.36, 0.62, 3.03)  -0.23
C (-2.71, 0.32, 2.85)  -0.03
Cl (-3.93, 1.06, 3.84)  0.02
C (-3.09, -0.47, 1.74)  -0.22
C (-2.15, -0.84, 0.81)  -0.19
H (2.14, -1.56, 1.52)  0.25
H (2.56, -2.16, -0.09)  0.25
H (1.56, -3.13, 0.96)  0.25
H (1.46, 1.32, 0.33)  0.20
H (1.90, 3.18, -1.19)  0.21
H (2.01, 2.80, -3.61)  0.22
H (1.14, 0.73, -4.53)  0.21
H (0.21, -1.01, -3.00)  0.22
H (0.66, 0.37, 2.29)  0.21
H (-1.11, 1.12, 3.93)  0.22
H (-4.17, -0.60, 1.53)  0.23
H (-2.38, -1.31, -0.14)  0.23

- HOMO level: -9.05 eV
- SMILES: C[Si@](Cl)(c1ccccc1)c1ccc(Cl)cc1



Entry 2:
Below is CH3ClNO2V2 as an isolated structure, with properties calculated with wB97M-V/def2-TZVPD.

Last column: natural (NBO) charge in e.
Element x y z (Å)
V (-2.56, 1.29, -3.16)  1.51
V (-1.39, 4.05, 0.61)  1.82
Cl (-1.35, 2.04, -0.91)  -0.77
C (1.12, -0.82, -0.01)  -0.50
N (0.31, -1.28, 1.22)  0.50
O (0.79, -1.64, 2.27)  -0.15
O (-0.92, -1.48, 1.00)  -0.18
H (0.72, 0.09, -0.47)  0.21
H (1.13, -1.55, -0.82)  0.28
H (2.16, -0.68, 0.27)  0.28

- HOMO level (alpha / beta): -18.42 / -21.12 eV
- 2S+1: 7
- Net charge: +3



Entry 3:
Below is a 2-piece molecular cluster, C13H22O2 overall, with properties calculated with wB97M-V/def2-TZVPD.

Last column: natural (NBO) charge in e.
Element x y z (Å)
C (0.24, 1.94, -1.08)  -0.22
C (0.29, 0.61, -1.36)  -0.32
C (-1.59, -0.30, 2.13)  -0.56
C (-1.72, -0.33, 0.83)  0.07
C (0.73, 2.12, 0.32)  0.05
C (0.81, -0.07, -0.23)  0.46
C (1.84, 3.16, 0.48)  -0.61
C (-3.42, 1.14, -0.17)  -0.61
C (2.66, -1.48, -0.99)  -0.59
C (0.36, -2.45, -0.82)  -0.60
C (1.64, -1.89, 1.26)  -0.60
C (-2.92, -0.31, -0.04)  -0.03
C (1.35, -1.47, -0.19)  -0.13
O (1.19, 0.83, 0.71)  -0.50
O (-2.70, -0.89, -1.32)  -0.71
H (-0.11, 2.74, -1.69)  0.22
H (0.01, 0.14, -2.28)  0.23
H (-2.44, -0.35, 2.81)  0.19
H (-0.63, -0.24, 2.61)  0.21
H (-0.11, 2.38, 0.99)  0.20
H (2.66, 2.94, -0.20)  0.21
H (2.22, 3.15, 1.50)  0.22
H (1.44, 4.15, 0.25)  0.22
H (-2.64, 1.77, -0.59)  0.20
H (-4.29, 1.17, -0.83)  0.22
H (-3.70, 1.52, 0.81)  0.21
H (3.37, -0.78, -0.56)  0.21
H (2.48, -1.19, -2.03)  0.21
H (3.09, -2.47, -0.98)  0.21
H (0.24, -2.26, -1.88)  0.20
H (0.72, -3.47, -0.70)  0.21
H (-0.61, -2.37, -0.34)  0.24
H (2.12, -2.86, 1.26)  0.21
H (0.71, -1.95, 1.82)  0.22
H (2.29, -1.17, 1.74)  0.22
H (-3.71, -0.93, 0.40)  0.19
H (-1.88, -0.52, -1.66)  0.46

- HOMO level (alpha / beta): -6.53 / -7.92 eV



Entry 4:
Below is one molecule with the formula C19H20N2O6S, with properties calculated with wB97M-V/def2-TZVPD.

Last column: natural (NBO) charge in e.
Element x y z (Å)
C (3.08, 3.24, -1.74)  -0.26
O (2.54, 2.28, -2.63)  -0.50
C (1.26, 1.94, -2.42)  0.78
O (0.59, 2.45, -1.54)  -0.65
C (0.81, 0.92, -3.34)  -0.02
C (1.59, 0.24, -4.28)  -0.20
C (0.73, -0.66, -4.90)  -0.27
S (0.73, -1.89, -6.12)  0.41
C (-0.96, -2.17, -5.84)  -0.37
C (-1.52, -1.38, -4.88)  -0.27
C (-0.55, -0.51, -4.34)  0.12
N (-0.49, 0.47, -3.41)  -0.29
C (-1.62, 0.89, -2.61)  -0.30
C (-1.79, -0.08, -1.42)  0.67
O (-2.57, -1.01, -1.47)  -0.62
N (-0.97, 0.22, -0.39)  -0.62
C (-0.85, -0.44, 0.84)  0.08
C (-1.53, -1.60, 1.15)  -0.22
C (-1.36, -2.19, 2.39)  -0.30
C (-0.52, -1.63, 3.34)  0.25
O (-0.29, -2.19, 4.57)  -0.51
C (-0.95, -3.38, 4.90)  -0.25
C (0.16, -0.43, 3.05)  0.18
O (1.05, 0.17, 3.91)  -0.52
C (0.74, 0.22, 5.29)  -0.24
C (-0.01, 0.16, 1.79)  0.30
O (0.63, 1.30, 1.37)  -0.53
C (0.85, 2.36, 2.27)  -0.24
H (2.59, 4.21, -1.88)  0.19
H (4.14, 3.31, -1.98)  0.20
H (2.94, 2.92, -0.71)  0.20
H (2.63, 0.39, -4.45)  0.24
H (-1.45, -2.93, -6.42)  0.23
H (-2.54, -1.44, -4.57)  0.24
H (-1.46, 1.91, -2.26)  0.25
H (-2.52, 0.83, -3.23)  0.23
H (-0.39, 1.05, -0.47)  0.45
H (-2.18, -2.05, 0.42)  0.26
H (-1.89, -3.10, 2.60)  0.22
H (-0.62, -3.63, 5.91)  0.20
H (-2.04, -3.25, 4.90)  0.18
H (-0.68, -4.19, 4.22)  0.18
H (-0.33, 0.41, 5.45)  0.18
H (1.02, -0.71, 5.79)  0.19
H (1.32, 1.04, 5.69)  0.18
H (1.01, 3.24, 1.65)  0.19
H (1.74, 2.18, 2.89)  0.19
H (-0.01, 2.52, 2.92)  0.18

- HOMO level: -7.77 eV
- SMILES: COC(=O)c1cc2sccc2n1CC(=O)Nc1ccc(OC)c(OC)c1OC



Entry 5:
Below is one molecule with the formula C15H15Cl3N2O2, with properties calculated with wB97M-V/def2-TZVPD.

Last column: natural (NBO) charge in e.
Element x y z (Å)
C (-3.35, -1.94, -0.73)  -0.65
C (-2.89, -1.07, 0.40)  0.02
C (-3.81, -0.51, 1.27)  -0.21
C (-3.40, 0.31, 2.32)  -0.19
C (-2.06, 0.57, 2.50)  -0.23
C (-1.13, 0.03, 1.64)  -0.20
C (-1.54, -0.79, 0.59)  -0.09
C (-0.51, -1.38, -0.32)  0.67
O (-0.44, -2.55, -0.62)  -0.61
N (0.39, -0.46, -0.79)  -0.66
C (1.36, -0.81, -1.80)  0.02
N (2.74, -0.67, -1.45)  -0.61
C (3.26, 0.64, -1.06)  -0.28
C (2.72, 1.17, 0.23)  0.27
C (1.96, 2.26, 0.52)  -0.33
C (1.76, 2.24, 1.92)  -0.32
C (2.41, 1.14, 2.38)  0.08
O (3.00, 0.49, 1.36)  -0.41
C (1.01, -0.08, -3.12)  -0.09
Cl (-0.50, -0.77, -3.77)  0.03
Cl (0.72, 1.66, -2.87)  0.00
Cl (2.30, -0.28, -4.30)  0.05
H (-3.11, -1.47, -1.69)  0.22
H (-4.42, -2.10, -0.69)  0.21
H (-2.84, -2.90, -0.70)  0.25
H (-4.86, -0.71, 1.13)  0.21
H (-4.14, 0.73, 2.99)  0.21
H (-1.73, 1.20, 3.32)  0.21
H (-0.08, 0.22, 1.79)  0.22
H (0.27, 0.52, -0.56)  0.42
H (1.19, -1.89, -1.99)  0.27
H (2.98, -1.35, -0.75)  0.38
H (4.35, 0.51, -0.97)  0.22
H (3.07, 1.36, -1.86)  0.23
H (1.59, 2.99, -0.18)  0.23
H (1.20, 2.95, 2.50)  0.23
H (2.53, 0.73, 3.36)  0.21

- HOMO level: -8.94 eV
- SMILES: Cc1ccccc1C(=O)N[C@H](NCc1ccco1)C(Cl)(Cl)Cl



Entry 6:
Below is a 2-piece molecular cluster, C5H16N3 overall, with properties calculated with wB97M-V/def2-TZVPD.

Last column: natural (NBO) charge in e.
Element x y z (Å)
C (1.09, 1.82, -2.23)  -0.62
C (-0.40, 1.72, -1.87)  -0.22
C (-1.25, -0.59, -1.86)  -0.34
N (-0.72, 0.48, -1.18)  -0.61
H (1.63, 2.42, -1.49)  0.20
H (1.55, 0.85, -2.35)  0.22
H (1.20, 2.37, -3.17)  0.20
H (-0.71, 2.53, -1.20)  0.18
H (-1.01, 1.72, -2.78)  0.19
H (-1.59, -1.41, -1.26)  0.17
H (-1.17, -0.59, -2.94)  0.16
H (-0.54, 0.43, -0.17)  0.43
C (0.46, -0.38, 2.38)  -0.22
C (0.02, -1.81, 2.10)  -0.23
N (0.37, -2.18, 0.74)  -0.83
N (-0.35, 0.64, 1.70)  -0.84
H (0.50, -0.20, 3.45)  0.17
H (1.48, -0.28, 1.99)  0.19
H (0.55, -2.44, 2.82)  0.17
H (-1.06, -1.85, 2.21)  0.19
H (-0.09, -3.04, 0.45)  0.36
H (1.36, -2.35, 0.66)  0.35
H (-1.33, 0.59, 2.00)  0.36
H (0.00, 1.55, 1.99)  0.37

- HOMO level (alpha / beta): -4.94 / -8.82 eV
- 2S+1: 2